Entry from OMol25: a molecular structure, C28H31N3O3PRe (ωB97M-V/def2-TZVPD).

```
67
Properties=species:S:1:pos:R:3:forces:R:3:mulliken_charge:R:1
H 2.945429 -3.261099 -3.623635 0.0 0.0 0.0 0.496
H -0.271276 2.795270 -4.353022 0.0 0.0 0.0 0.436
N -2.103186 0.185754 0.516699 -0.3 0.1 0.2 0.991
C 2.592507 3.696152 0.531789 0.0 0.0 0.0 -0.996
C 1.914557 -1.174201 -0.537588 0.1 0.1 0.0 0.398
H 3.366648 0.357869 2.293890 0.0 0.0 0.0 0.543
H 4.831085 2.300677 2.652091 0.0 0.0 0.0 0.487
H -3.414009 1.019013 -1.910468 0.0 0.0 0.0 0.404
C 3.973406 2.390979 1.998967 0.0 0.0 0.0 -0.774
C 3.144565 1.291630 1.791509 0.0 0.0 0.0 -0.737
C 0.790268 -0.952167 2.250182 0.0 0.1 0.0 1.047
C 1.927193 -1.499861 -2.955688 0.1 -0.1 0.0 -0.903
H 2.900212 -2.694044 0.623638 0.0 0.0 0.0 0.588
O 0.443020 4.076205 -0.963270 -0.1 0.1 0.0 -0.434
C 1.751984 2.604616 0.305064 0.1 0.0 0.1 0.004
H 0.699806 0.896167 3.371369 0.0 0.0 0.0 0.478
H -3.113715 0.460690 -3.559674 0.0 -0.1 0.0 0.528
C -3.730334 -0.896914 2.069252 0.0 0.2 0.0 -1.488
H -4.098857 -1.869356 2.379070 0.0 0.0 0.0 0.454
H -4.568779 -0.294806 1.709940 0.0 0.0 0.0 0.376
C 0.205932 -0.801607 4.579629 0.0 0.0 0.0 -0.862
H 1.256616 0.295753 -2.037337 0.0 -0.1 0.1 0.314
C 1.573963 -0.747549 -1.840290 -0.2 0.2 -0.2 0.292
C -2.695846 -1.011128 1.023296 -0.1 0.3 0.2 0.187
C 2.625596 -2.352945 -0.366316 -0.1 0.0 0.1 -0.684
H 0.052543 -0.209480 5.471829 0.0 0.0 0.0 0.494
H -1.282250 1.514080 -4.980362 0.0 0.0 0.0 0.481
H 0.778300 -2.942783 1.402792 0.0 0.0 0.0 0.368
Re -0.665609 -0.008881 -0.813748 0.3 -0.5 -0.2 -0.792
H 0.161493 -4.027059 3.527330 0.0 0.0 0.0 0.537
C -0.673857 4.162368 -1.893599 0.0 0.0 0.0 -0.548
C 0.261235 -2.950248 3.481520 0.0 0.0 0.0 -0.924
C -2.206754 -2.132980 0.438340 -0.2 -0.3 0.1 0.601
H 1.693826 -1.154164 -3.954061 0.0 0.0 0.0 0.537
N -0.305453 2.003723 -1.029353 0.0 -0.1 0.0 0.601
H -2.641633 -3.614727 1.885339 0.0 0.0 0.0 0.421
C 2.042111 1.384820 0.953730 -0.1 0.0 -0.1 0.907
C -1.872979 2.148375 -3.004650 0.1 -0.1 -0.1 0.170
C 3.694418 3.589260 1.368062 0.0 0.0 0.0 -0.762
C -0.811660 1.892989 -4.073916 -0.1 0.0 0.0 -1.228
O -0.724874 -2.880964 -1.227757 0.0 -0.4 0.0 -0.324
H -3.324377 -0.365481 2.934878 0.0 0.0 0.0 0.348
H -2.044278 -4.304549 0.396721 0.0 0.0 0.1 0.655
H 2.382951 4.641023 0.052555 0.0 0.0 0.0 0.560
C 0.604983 2.844646 -0.575879 -0.1 0.0 -0.1 1.125
C 0.616093 -2.339158 2.288884 0.0 0.0 0.0 -0.582
H -0.254844 4.336430 -2.881132 0.0 0.0 0.0 0.334
C -2.641629 0.874067 -2.666654 -0.1 0.0 0.1 -1.066
H -2.014948 -0.024979 -2.365660 0.2 0.1 -0.2 0.325
H -1.222544 -3.702163 -1.037770 0.1 0.1 -0.1 0.401
C -2.664717 -3.503976 0.800825 0.1 -0.1 -0.1 -1.886
H -0.204967 -2.664848 5.556127 0.0 0.0 0.0 0.477
C 2.640964 -2.674262 -2.767202 0.0 0.0 -0.1 -0.812
H -2.618666 2.834935 -3.418252 0.0 0.0 0.0 0.462
P 1.122981 -0.133435 0.700737 0.0 -0.1 0.2 1.394
H 3.582370 -3.988510 -1.362616 0.0 0.0 0.0 0.486
C 0.571212 -0.178914 3.395349 0.0 -0.1 0.0 -0.920
H -3.691458 -3.669797 0.468886 0.0 0.0 0.0 0.364
H -1.286556 5.008349 -1.601082 0.0 0.0 0.1 0.353
O -2.503057 1.245805 0.952150 -0.1 0.0 0.1 -0.578
H -2.194996 2.903561 -1.027596 0.0 0.0 0.0 0.544
C 2.999692 -3.085084 -1.487839 0.0 0.0 0.0 -0.789
C -1.365172 2.812533 -1.733502 0.0 0.1 0.2 -0.373
N -1.240275 -1.870376 -0.521386 0.4 0.7 -0.3 0.663
C 0.058845 -2.182508 4.624058 0.0 0.0 0.0 -0.668
H -0.083407 1.146997 -3.748778 0.1 0.0 0.0 0.034
H 4.330161 4.450267 1.523581 0.0 0.0 0.0 0.467
```
Positions in Å, forces in eV/Å.

Values from the calculation:
- Spin multiplicity: 2
- Charge: +3
- HOMO-LUMO gap (alpha / beta): 6.03 / 6.09 eV
- Electronic energy: -1894.0888 Ha

=====

Entry from OMol25: a gas-phase ion, C28H31N4O3 (charge +1) at a distorted geometry (ωB97M-V/def2-TZVPD).

```
66
Properties=species:S:1:pos:R:3:forces:R:3:mulliken_charge:R:1
H 0.627821 2.845045 -1.611216 0.4 -0.1 0.0 0.355
H 1.773565 1.493176 -1.756071 -0.1 0.3 0.1 0.295
H 5.478911 1.480448 2.294917 0.1 0.0 -0.2 0.297
C -1.480997 0.608519 4.434711 -0.4 -0.1 1.0 -0.118
C 3.154064 5.214608 -3.958892 -0.2 0.0 0.0 -0.663
H 0.186768 1.309908 2.723875 -0.4 0.5 -0.3 -0.822
C -2.239130 1.557440 3.744102 -0.4 -0.2 -1.6 0.082
O 4.742812 2.800852 -0.996309 -1.3 -0.3 1.1 -0.705
H -4.573436 5.124145 0.312899 -0.2 0.1 -0.1 0.435
N -1.138061 -0.492960 6.645940 1.1 -1.8 2.9 0.949
H 3.383665 3.159551 2.965955 -0.2 -0.2 0.0 0.385
H 2.060280 5.194712 -2.065538 0.2 0.1 -0.4 0.311
C 2.356899 3.226962 -2.844390 -0.1 0.2 -0.1 0.620
C -3.310818 3.714993 1.178024 0.2 -0.4 -0.3 -0.027
C 1.704725 2.588126 -1.646063 0.0 -0.5 -0.2 -0.546
C 2.351723 0.095911 1.699152 0.0 -0.1 -0.1 -1.403
C -3.572131 1.803858 4.120258 0.3 -0.2 0.6 -0.871
H 3.554286 1.501570 3.613697 -0.3 0.3 0.0 0.450
H -5.103891 1.486824 5.581028 0.2 -0.1 0.0 0.396
H 3.129316 -0.444198 2.256582 -0.4 0.1 -0.1 0.510
C -3.258928 0.490804 6.128885 -0.2 0.3 -0.4 -0.478
C -5.712401 0.724288 -0.676514 -0.1 -0.4 0.0 -1.508
H 1.950457 2.308808 3.585250 0.2 -0.1 0.0 0.281
C 5.178093 1.135936 1.297403 0.1 -0.2 0.3 -0.936
O -1.678585 -0.684270 7.772835 1.8 0.2 -2.5 -0.574
H -0.054275 3.280499 0.359458 0.1 -0.2 0.2 0.555
C -5.172075 3.100457 -0.211236 0.6 0.3 0.3 -0.212
H -1.747011 3.471461 2.899573 -0.4 -1.8 -1.1 0.165
H 1.383843 -0.069705 2.173029 0.2 -0.1 0.0 0.248
C -4.855860 1.765074 -0.003413 0.6 -0.1 0.3 0.550
H 5.948601 1.392873 0.566940 -0.2 0.0 0.1 0.375
C -0.312559 2.051060 2.095915 -0.7 -0.5 -0.5 -0.003
N 1.738608 2.351963 0.815090 -1.0 -0.2 0.6 0.488
C -4.079377 1.266081 5.291065 0.1 -0.2 0.2 -0.737
C -1.992318 0.133050 5.679595 -0.6 1.7 -1.4 -0.349
H -6.015429 3.347604 -0.847447 0.1 0.2 0.1 0.482
C 3.498418 3.032731 -4.965998 -0.2 0.4 0.0 -0.600
C 3.832002 2.530066 -0.215265 0.9 0.3 -0.8 0.286
C 2.483824 4.615708 -2.890070 0.3 -0.3 -0.3 -0.234
H -0.517637 0.213540 4.110706 -0.2 0.4 0.2 0.649
H 2.302276 -0.296063 0.673752 0.0 0.1 0.3 0.331
C -3.747595 1.471547 0.811192 0.8 -0.1 0.1 -0.149
H -5.681181 0.850821 -1.767383 0.2 0.0 0.3 0.361
C 2.832519 2.439590 -3.890845 0.2 0.2 0.0 -0.354
H -2.740572 4.467074 1.688800 0.2 0.1 0.0 0.552
H -4.210629 2.430205 3.500434 0.1 0.0 0.2 0.362
C 2.372460 2.982478 -0.316144 -0.2 0.6 -0.5 0.074
H 2.299191 4.078592 -0.199148 0.4 -0.3 -0.1 0.143
C 2.702472 1.583919 1.655655 -0.3 0.0 -0.1 0.145
H 2.677097 1.357512 -3.830043 0.2 0.4 -0.2 0.321
N -2.917480 2.433689 1.349223 -0.9 0.7 0.7 0.328
H -6.769004 0.859755 -0.406580 0.3 -0.1 0.1 0.368
H -3.515440 0.430487 1.023900 0.2 0.2 0.1 0.399
C 3.664044 4.430303 -5.002249 -0.2 -0.3 0.2 -0.459
H -5.421164 -0.305847 -0.439487 0.0 0.3 0.0 0.371
H 5.070525 0.045491 1.343137 0.1 0.2 -0.1 0.309
H 4.158869 4.908257 -5.854474 -0.1 -0.2 0.4 0.369
C 2.895207 2.179001 3.052064 0.1 0.1 0.0 -1.560
C -1.748803 2.381777 2.493441 0.9 0.2 1.3 0.994
C -4.388744 4.067518 0.410534 -0.4 0.1 -0.4 -0.848
H -3.564989 0.207033 7.135929 0.0 0.0 -0.5 0.490
C 0.400092 2.575273 1.060749 0.9 -0.2 0.8 -0.389
O 0.039741 -0.799139 6.378214 -2.4 0.8 0.1 -0.565
H 3.256491 6.303912 -3.972137 0.0 -0.4 -0.1 0.362
H 3.864350 2.407167 -5.783797 -0.1 0.3 0.3 0.370
N 3.933836 1.755309 0.899638 0.0 0.3 -0.6 0.295
```
Positions in Å, forces in eV/Å.

Values from the calculation:
- Spin multiplicity: 1
- Structure (SMILES): Cc1ccc[n+]([C@H](/C=C/N2[C@H](Cc3ccccc3)C(=O)N(C)C2(C)C)c2cccc([N+](=O)[O-])c2)c1
- Charge: +1
- HOMO-LUMO gap: 6.45 eV
- Electronic energy: -1529.9501 Ha

=====

Taking the records one at a time from the top gives relative energy (zero: lowest compared OMol25 entry of this formula, charge and spin) values of 0.179; 1.007 eV.